Computed, not measured: a molecular structure, C30H45AsBCsF6N7O2S3, with the ωB97M-V functional and the def2-TZVPD basis.

Calculated values
Kohn-Sham gap (spin up / spin down): 7.34 / 6.45 eV
net charge: 0
2S+1: 2
E_LUMO (spin up / spin down): -0.02837 / -0.07149 hartree

```
96
Properties=species:S:1:pos:R:3:forces:R:3:lowdin_charge:R:1
Cs -0.910014 -0.905531 -0.832819 0.0 0.1 -0.7 1.2068
C 1.141830 4.115301 -3.817682 0.0 0.0 0.1 -0.0572
C 1.609789 4.323135 -2.414820 0.0 0.0 -0.2 -0.2475
C 2.063960 5.513767 -1.956811 0.0 0.1 0.0 0.0567
C 2.493756 5.662491 -0.609534 0.0 0.0 0.0 -0.2120
N 2.462606 4.659310 0.212700 0.1 0.1 0.0 0.1886
N 2.027344 3.477903 -0.239444 -0.1 -0.2 0.0 -0.0332
B 2.041948 2.325315 0.766319 -0.1 0.3 0.3 -0.8543
N 3.236055 1.375092 0.497706 0.3 0.1 -0.1 0.0543
N 4.080065 1.950641 -0.364970 -0.1 -0.1 0.1 0.1827
C 5.158630 1.328693 -0.747991 0.1 -0.1 0.1 -0.1782
C 5.493667 0.069569 -0.210418 -0.1 0.1 -0.1 0.0876
C 4.666618 -0.513854 0.701153 0.0 -0.1 0.0 -0.2137
C 5.014886 -1.821646 1.336765 0.0 0.0 0.0 -0.0457
C 3.458055 0.166006 1.052624 0.4 0.0 -0.2 -0.5256
S 2.354020 -0.558774 2.114775 -0.2 0.0 0.3 0.9489
C 5.987961 2.075750 -1.781557 0.0 0.1 0.0 -0.5375
C 5.092236 2.351697 -2.997773 0.0 0.0 0.0 -0.0283
C 7.203854 1.264112 -2.221370 0.0 0.0 0.0 -0.0586
C 6.443654 3.405332 -1.167551 0.0 0.0 0.0 -0.0365
N 1.937241 2.859228 2.259969 -0.1 -0.2 -0.2 0.0058
N 2.751261 3.458165 3.108170 0.0 0.0 0.1 0.2093
C 2.216227 3.803175 4.257724 0.0 0.0 0.0 -0.1940
C 0.847280 3.555664 4.551733 0.0 0.0 0.0 0.0795
C 0.022161 2.916574 3.669276 -0.2 0.0 0.1 -0.1971
C -1.422514 2.597679 3.887208 0.1 0.0 0.0 -0.0081
C 0.657672 2.553920 2.473098 0.2 -0.1 -0.3 -0.4672
S 0.216093 1.757028 1.005266 -0.5 0.0 0.2 0.9377
C 3.104531 4.488296 5.280770 0.0 0.0 0.0 -0.5542
C 2.570065 5.907749 5.516794 0.0 0.0 0.0 -0.0329
C 4.544056 4.567109 4.780836 0.0 0.0 0.0 -0.0544
C 3.065120 3.690623 6.592164 0.0 0.0 0.0 -0.0394
C 1.604737 3.213111 -1.502626 0.0 -0.1 0.3 -0.6597
S 1.131811 1.649720 -1.896623 0.2 0.3 -0.4 0.6488
C 3.009085 6.992306 -0.086169 0.0 0.0 0.0 -0.5511
C 3.378668 6.882950 1.390934 0.0 0.0 0.0 -0.0659
C 4.253690 7.384369 -0.892481 0.0 0.0 0.0 -0.0364
C 1.918767 8.058353 -0.256645 0.0 0.0 0.0 -0.0387
H 1.201109 5.040277 -4.388438 0.0 0.0 0.0 0.0825
H 0.114034 3.749285 -3.817099 0.0 0.0 0.0 0.0868
H 1.742665 3.344573 -4.302621 0.0 0.0 0.0 0.0791
H 2.100713 6.365115 -2.624665 0.0 0.0 0.0 0.1224
H 6.401863 -0.429417 -0.513459 0.0 0.0 0.0 0.1202
H 6.000022 -2.143841 1.004825 0.0 0.0 0.0 0.0888
H 4.291522 -2.587009 1.066981 0.0 0.0 0.0 0.0682
H 5.003543 -1.731378 2.423656 0.0 0.0 0.0 0.0823
H 4.726376 1.419580 -3.431498 0.0 0.0 0.0 0.0969
H 5.659315 2.889232 -3.759146 0.0 0.0 0.0 0.0901
H 4.228762 2.952934 -2.712813 0.0 0.0 0.0 0.0654
H 6.908597 0.311329 -2.663366 0.0 0.0 0.0 0.0921
H 7.887774 1.070540 -1.393635 0.0 0.0 0.0 0.0868
H 7.751866 1.826459 -2.977403 0.0 0.0 0.0 0.0892
H 5.581983 3.993966 -0.850957 0.0 0.0 0.0 0.0659
H 7.010791 3.978998 -1.902323 0.0 0.0 0.0 0.0890
H 7.081452 3.236001 -0.297665 0.0 0.0 0.0 0.0904
H 0.451347 3.875448 5.506896 0.0 0.0 0.0 0.1257
H -1.792217 3.035406 4.812114 0.0 0.0 0.0 0.0869
H -1.567775 1.516622 3.924321 0.0 0.0 0.0 0.1018
H -2.022549 2.963646 3.052570 0.0 0.0 0.0 0.0994
H 2.598116 6.487093 4.592927 0.0 0.0 0.0 0.0795
H 3.185292 6.417651 6.258799 0.0 0.0 0.0 0.0908
H 1.543201 5.900124 5.884973 0.0 0.0 0.0 0.0813
H 4.606689 5.128819 3.849478 0.0 0.0 0.0 0.0690
H 4.951775 3.573019 4.598149 0.0 0.0 0.0 0.0863
H 5.157406 5.063795 5.533003 0.0 0.0 0.0 0.0889
H 2.065641 3.666129 7.027183 0.0 0.0 0.0 0.0774
H 3.732179 4.149097 7.322640 0.0 0.0 0.0 0.0892
H 3.390857 2.662450 6.429238 0.0 0.0 0.0 0.0937
H 4.148051 6.126397 1.546095 0.0 0.0 0.0 0.0756
H 2.511238 6.600255 1.988532 0.0 0.0 0.0 0.0741
H 3.750337 7.845768 1.743670 0.0 0.0 0.0 0.0889
H 5.031932 6.625761 -0.792180 0.0 0.0 0.0 0.0813
H 4.649552 8.332988 -0.527673 0.0 0.0 0.0 0.0889
H 4.028487 7.502650 -1.953210 0.0 0.0 0.0 0.0806
H 1.027068 7.791586 0.311750 0.0 0.0 0.0 0.0924
H 1.631531 8.181718 -1.301578 0.0 0.0 0.0 0.0785
H 2.281159 9.021428 0.105050 0.0 0.0 0.0 0.0880
N -0.902024 -3.506067 0.937097 -0.1 -0.1 0.0 -0.0544
C 0.095979 -4.462134 0.461831 0.1 0.1 0.1 -0.2712
C 1.525783 -3.974908 0.704993 0.2 -0.1 -0.1 -0.1155
C 1.973467 -2.717982 -0.021826 -0.2 0.4 0.3 -0.6866
O 2.830182 -2.772498 -0.885819 0.2 -0.1 -0.3 0.0568
O 1.408762 -1.588508 0.353153 0.5 -0.4 0.2 -0.4740
H -0.741424 -3.283702 1.912869 0.0 0.0 0.0 0.0782
H -1.836737 -3.894876 0.875520 0.0 0.0 0.0 0.0788
H -0.061960 -4.626515 -0.607372 0.0 0.0 0.0 0.1180
H 0.015901 -5.441694 0.948330 -0.1 0.0 0.0 0.1073
H 2.208934 -4.767421 0.397156 0.0 0.0 0.1 0.1180
H 1.674937 -3.791715 1.771876 -0.1 0.0 0.1 0.1156
F -3.019242 0.001006 0.693229 -0.4 -0.2 0.0 -0.4354
As -4.478230 -0.469073 -0.220036 0.1 0.0 0.1 0.6865
F -4.824685 -1.635356 0.999377 0.0 -0.1 0.1 -0.2443
F -5.346334 0.756282 0.620976 -0.1 0.0 0.0 -0.2395
F -5.858377 -0.926823 -1.133420 -0.1 0.0 0.0 -0.2329
F -3.976259 0.650543 -1.439464 0.0 0.2 -0.1 -0.2659
F -3.525919 -1.700184 -1.071385 -0.3 0.0 0.2 -0.4329
```
Forces are in eV/Å.